This record from the OMol25 dataset describes a molecular structure, C16H18N4O2V. The level of theory is ωB97M-V/def2-TZVPD.

XYZ file:
```
41
Properties=species:S:1:pos:R:3:lowdin_spin:R:1
N -2.3153 -2.7913 -0.0885 -0.010
C -3.1594 -3.4887 -0.5075 -0.002
C -4.2217 -4.3568 -0.9999 0.000
H -5.1491 -4.1928 -0.4245 0.000
H -3.9280 -5.4156 -0.8965 0.000
H -4.4265 -4.1464 -2.0636 0.000
N 1.6959 0.1914 -2.9284 0.002
C 1.9682 0.3035 -4.0551 0.006
C 2.3504 0.4385 -5.4689 0.001
H 3.1236 -0.3015 -5.7413 0.000
H 2.7529 1.4457 -5.6694 0.000
H 1.4693 0.2797 -6.1154 0.001
N -1.8958 3.0524 0.5284 -0.010
C -2.6416 3.9109 0.2863 -0.001
C -3.5923 4.9901 0.0070 0.000
H -3.5475 5.2713 -1.0578 0.000
H -3.3528 5.8762 0.6198 0.000
H -4.6194 4.6654 0.2438 0.000
V 0.3527 0.0413 -0.6596 1.391
C 0.0574 1.6276 -1.5267 0.028
O -0.2692 2.5442 -2.1752 0.081
C -0.1598 -1.2611 -1.8095 0.025
O -0.6227 -1.9860 -2.6377 0.099
C 0.9543 -1.5693 0.9039 -0.082
C 0.1408 -0.9326 1.9345 -0.074
C 0.2408 0.4729 2.1033 -0.066
C 1.1337 1.1949 1.2124 -0.087
C 2.2320 0.4929 0.6141 -0.061
C 2.1361 -0.9058 0.4551 -0.067
H 0.7331 -2.6391 0.6890 0.000
H -0.7627 -1.4577 2.2735 0.000
H -0.5892 1.0147 2.5571 0.000
H 1.0452 2.2942 1.2116 0.000
H 3.2000 0.9931 0.3944 -0.001
H 3.0281 -1.4736 0.1143 -0.001
C 3.0749 -0.7557 5.0726 -0.006
C 1.9493 -0.5822 4.2199 -0.029
N 0.9762 -0.4389 3.5078 -0.130
H 3.7276 -1.5827 4.6480 -0.001
H 3.1336 -0.9416 6.2827 -0.001
H 3.7767 0.1184 4.9462 -0.001
```

## Properties
HOMO-LUMO gap (spin up / spin down) = 3.77 / 4.40 eV
Expectation value of S² = 1.25
Spin multiplicity = 2
E_HOMO (spin up / spin down) = -21.72 / -21.73 eV
Charge = +4

=====

This record from the OMol25 dataset describes a single C16H18N4O4S molecule. The level of theory is ωB97M-V/def2-TZVPD.

XYZ file:
```
43
Properties=species:S:1:pos:R:3:mulliken_charge:R:1
C 3.3848 3.8611 -0.3695 -0.976
O 2.1179 3.2425 -0.3883 -0.448
C 1.6109 2.7431 0.7667 0.940
C 2.2382 2.8064 2.0049 -0.406
C 1.6403 2.2520 3.1219 -0.932
C 0.4081 1.6281 2.9955 -0.532
N -0.1854 0.9987 4.1387 1.039
O -1.1263 0.2549 3.9509 -0.604
O 0.3011 1.2292 5.2277 -0.648
C -0.2501 1.5691 1.7701 -0.302
C 0.3440 2.1186 0.6499 0.107
N -0.2255 2.0792 -0.6138 0.050
C -1.4267 1.5482 -0.9723 0.457
O -2.2815 1.1637 -0.2099 -0.642
C -1.6292 1.5407 -2.4769 -0.927
S -0.3356 0.5705 -3.3350 -0.198
C -0.5120 -0.9133 -2.3624 0.112
N -0.1917 -0.8086 -1.0910 -0.319
C -0.3987 -1.8748 -0.3248 0.775
C -0.0116 -1.7462 1.1089 -1.531
C -0.9403 -3.0525 -0.8559 0.357
C -1.2248 -4.2312 0.0184 -1.837
C -1.1656 -3.0661 -2.2359 1.182
C -1.6630 -4.2671 -2.9718 -1.358
N -0.9485 -1.9838 -2.9792 -0.533
H 3.5779 4.1604 -1.3981 0.256
H 3.3868 4.7465 0.2725 0.374
H 4.1634 3.1667 -0.0417 0.390
H 3.1994 3.2825 2.1083 0.416
H 2.1232 2.2867 4.0857 0.492
H -1.2153 1.0948 1.6949 0.730
H 0.4048 2.3441 -1.3612 0.286
H -1.5626 2.5479 -2.8873 0.430
H -2.6016 1.1087 -2.7134 0.447
H 0.4895 -2.6460 1.4578 0.500
H -0.8978 -1.5856 1.7228 0.355
H 0.6446 -0.8886 1.2265 0.280
H -1.6502 -3.9043 0.9646 0.410
H -0.3026 -4.7730 0.2321 0.323
H -1.9193 -4.9155 -0.4593 0.409
H -1.0261 -5.1276 -2.7764 0.354
H -2.6775 -4.5099 -2.6585 0.366
H -1.6653 -4.0503 -4.0359 0.358
```

## Properties
HOMO-LUMO gap = 8.36 eV
Spin multiplicity = 1
E_HOMO = -8.54 eV
Structure (SMILES) = COc1ccc([N+](=O)[O-])cc1NC(=O)CSc1nc(C)c(C)c(C)n1

=====

This record from the OMol25 dataset describes a molecular structure, C16H18N5O7PbS. The level of theory is ωB97M-V/def2-TZVPD.

XYZ file:
```
48
Properties=species:S:1:pos:R:3:mulliken_charge:R:1
Pb 2.9227 0.5273 0.8581 1.391
O 2.5103 -2.1114 1.4167 -0.542
C 3.1436 -2.8962 0.4076 -0.635
C 2.5584 -2.5833 -0.9567 -0.673
N 2.6445 -1.1372 -1.2451 0.536
C 1.5723 -0.6659 -2.1312 -0.905
C 0.2076 -1.1389 -1.7125 0.277
O -0.5371 -1.8977 -2.1882 -0.400
O -0.3137 -0.4997 -0.4157 0.525
C 3.9311 -0.7996 -1.8899 -0.852
C 4.1583 0.7144 -1.9957 0.513
O 4.8100 1.1404 -2.9129 -0.618
O 3.6080 1.4150 -1.0416 -0.677
H 1.5513 -2.2836 1.3900 0.356
H 4.2077 -2.6607 0.4555 0.364
H 3.0376 -3.9618 0.6201 0.388
H 3.0541 -3.1713 -1.7365 0.323
H 1.5126 -2.8961 -0.9420 0.395
H 1.5765 0.4258 -2.1715 0.485
H 1.6798 -1.0593 -3.1488 0.532
H 4.7362 -1.2189 -1.2806 0.384
H 4.0051 -1.2404 -2.8880 0.421
N -4.4735 4.7601 -0.2222 -0.469
C -3.4612 3.9449 0.1776 1.085
C -3.5042 3.3204 1.4364 -0.805
C -2.4972 2.4740 1.8334 -0.548
C -1.4173 2.2431 0.9778 0.024
C -1.3560 2.8570 -0.2718 -0.351
C -2.3713 3.6943 -0.6708 -0.883
S -0.1415 1.2231 1.5175 1.402
O 1.0335 1.9842 1.9314 -0.800
O -0.6646 0.2606 2.4465 -0.632
N 0.5773 0.5260 0.2128 -0.485
C -1.1267 -1.3928 0.4031 0.195
N -2.3802 -1.0797 0.3926 -0.446
C -3.1356 -1.8822 1.1554 -0.226
C -2.5860 -2.9388 1.8602 -0.694
C -1.2247 -3.1524 1.7320 -0.249
N -0.4585 -2.3545 0.9766 -0.137
H -5.1752 5.0517 0.4336 0.207
H -4.3773 5.3114 -1.0556 0.208
H -4.3412 3.5093 2.0964 0.309
H -2.5417 1.9894 2.7988 0.513
H -0.5095 2.6856 -0.9227 0.465
H -2.3299 4.1695 -1.6424 0.316
H -4.1934 -1.6575 1.1926 0.475
H -3.1945 -3.5795 2.4803 0.437
H -0.7266 -3.9682 2.2393 0.502
```

## Properties
HOMO-LUMO gap = 7.74 eV
Spin multiplicity = 1
E_HOMO = -11.07 eV
Charge = +1

=====

This record from the OMol25 dataset describes a molecular structure, C16H18N5OSZn. The level of theory is ωB97M-V/def2-TZVPD.

XYZ file:
```
42
Properties=species:S:1:pos:R:3:mulliken_charge:R:1
Zn 0.0060 0.0455 0.2112 -0.012
O 1.0128 3.4489 2.0533 -0.733
C 0.5218 2.4063 1.6358 0.105
N 0.4494 1.9458 0.3774 0.617
C 1.4437 2.3668 -0.5855 -0.942
C 2.3781 1.1898 -0.8458 0.637
C 3.7024 1.3746 -1.1971 -0.847
C 4.5129 0.2744 -1.4118 -0.216
C 3.9828 -0.9998 -1.2794 -0.703
C 2.6590 -1.1216 -0.9261 0.071
N 1.8659 -0.0581 -0.7091 -0.226
C -0.1056 1.4450 2.6523 0.279
C -0.4244 1.8887 3.9204 -0.603
C -0.9183 0.9795 4.8425 -0.348
C -1.0655 -0.3492 4.4758 -0.603
C -0.7226 -0.7246 3.1939 -0.159
N -0.2546 0.1497 2.2941 -0.107
H 2.0106 3.2331 -0.2543 0.475
H 0.9680 2.6238 -1.5361 0.322
H 4.0922 2.3830 -1.2819 0.411
H 5.5563 0.4082 -1.6723 0.429
H 4.5827 -1.8848 -1.4407 0.400
H 2.2018 -2.0957 -0.8160 0.434
H -0.2550 2.9325 4.1565 0.492
H -1.1774 1.3007 5.8434 0.449
H -1.4348 -1.0916 5.1716 0.424
H -0.8244 -1.7517 2.8662 0.430
S -2.1662 -0.2795 -0.6170 -0.431
C -2.4099 1.4450 -0.5599 0.444
N -2.7191 2.0271 0.5860 -0.106
C -2.9210 3.4768 0.7496 -0.692
C -2.1101 4.2050 -0.3058 -0.213
C -2.4641 3.6516 -1.6738 -0.697
N -2.3033 2.1870 -1.6529 -0.118
H -2.8042 1.4129 1.3771 0.234
H -2.5980 3.7503 1.7501 0.386
H -3.9814 3.7075 0.6595 0.376
H -1.0468 4.0552 -0.1120 -0.084
H -2.3185 5.2728 -0.2667 0.419
H -1.8054 4.0500 -2.4407 0.422
H -3.4889 3.9043 -1.9459 0.331
H -2.1091 1.6843 -2.5018 0.256
```

## Properties
HOMO-LUMO gap = 9.21 eV
Spin multiplicity = 1
E_HOMO = -11.87 eV
Charge = +1

=====

This record from the OMol25 dataset describes 3 unconnected molecules or ions with the total composition C16H19BClO10. The level of theory is ωB97M-V/def2-TZVPD.

XYZ file:
```
47
Properties=species:S:1:pos:R:3:mulliken_charge:R:1
C 1.4144 -1.7873 -0.4224 -0.475
C 1.7813 -0.1915 -0.3453 -0.144
O 0.8539 0.6266 0.4509 -0.439
C -0.3985 0.9148 -0.2648 -0.125
C -1.5566 -0.0714 0.4250 -0.297
O -2.2800 -0.7038 -0.6895 -0.628
B -3.7400 -0.7858 -0.4222 0.491
Cl -4.6167 0.8663 -0.4989 -0.404
H 1.5059 -2.1117 -1.5641 0.269
H 0.3307 -2.0686 -0.0821 0.151
H 2.2171 -2.4276 0.1782 0.047
H 1.8524 0.1950 -1.4651 0.198
H 2.8431 -0.1051 0.1936 0.215
H -0.3589 0.6522 -1.4276 0.214
H -0.7254 2.0572 -0.2262 0.197
H -1.0010 -0.8359 1.1265 0.067
H -2.2059 0.6188 1.1119 0.264
H -3.8577 -1.2983 0.6485 -0.257
H -4.1920 -1.4588 -1.2969 -0.243
C 1.5511 -2.3678 4.1250 -0.906
C 1.1054 -3.1086 5.1415 0.442
C 1.6181 -4.4866 5.3777 0.840
O 1.2034 -5.1361 6.3312 -0.627
C 2.6150 -5.0217 4.4372 -0.854
C 3.0581 -4.2820 3.4188 0.362
C 2.5657 -2.8944 3.1991 0.895
O 3.0053 -2.2325 2.2649 -0.579
O 3.9929 -4.7796 2.5296 -0.582
O 0.1499 -2.6214 6.0144 -0.565
H 1.1887 -1.3639 3.9429 0.462
H 2.9660 -6.0310 4.6101 0.405
H 4.1517 -4.0554 1.8856 0.354
H -0.0044 -3.3434 6.6618 0.343
C -0.1688 3.2808 -4.0618 -0.808
C -1.2704 2.9518 -3.3844 0.276
C -2.4046 3.9062 -3.2413 0.952
O -3.4117 3.5686 -2.6290 -0.520
C -2.2641 5.2394 -3.8474 -0.980
C -1.1610 5.5694 -4.5218 0.385
C -0.0388 4.6055 -4.6882 0.917
O 0.9547 4.9314 -5.3292 -0.640
O -1.0212 6.8216 -5.0917 -0.582
O -1.3987 1.7096 -2.7907 -0.394
H 0.6622 2.5961 -4.1756 0.431
H -3.0884 5.9295 -3.7206 0.412
H -0.1393 6.8146 -5.5239 0.341
H -2.2830 1.7146 -2.3637 0.118
```

## Properties
HOMO-LUMO gap = 4.80 eV
Spin multiplicity = 1
E_HOMO = -4.79 eV
Charge = -1

=====

It is found that the strongest force on any atom values, taken in the order of the records, are 0.297; 0.030; 0.008; 0.008; 0.061 hartree/bohr.